[1]
A 2-piece molecular cluster, C17H26N2OS overall in a non-equilibrium geometry, computed with ωB97M-V/def2-TZVPD.

The calculation puts the HOMO energy at -8.02 eV. As for the charge: 0. The calculation puts the strongest force on any atom at 13.83 eV/A. The LUMO energy is 0.5801 eV. The gap between HOMO and LUMO comes out at 8.599 eV. The calculation puts the energy at -33897.9328 eV.

```
47
C17H26N2OS | OMol25 | ωB97M-V/def2-TZVPD
S -2.3820 0.3207 -1.7913
O 0.1056 -1.0669 1.7903
N 0.7658 -1.7519 -0.1816
N 3.2290 -0.2116 -0.3016
C -2.9424 0.3403 0.7742
C -4.7628 0.4485 -0.7705
C 3.4841 -1.0486 1.0984
C -0.4735 -1.2763 -1.1076
C -3.3417 0.3179 -0.4190
C 3.6586 1.8704 0.3034
C 1.0652 -1.6351 1.0640
C -5.6767 0.4168 0.2277
C 2.4849 -1.7584 1.5172
C 2.5794 1.1306 0.1163
C 2.8210 3.2217 0.9115
C -0.5593 0.0458 -1.2500
C -3.9239 0.2329 1.7165
C -5.2074 0.4551 1.5862
C 4.6154 2.3215 -0.6357
C 1.9043 -2.1626 -1.2959
C 2.9834 -1.2142 -1.5028
H -0.4564 0.4867 -0.3853
H 1.3982 -2.4894 -2.1002
H 2.2085 3.6891 -0.0603
H 2.4874 -0.2541 -2.1973
H -4.9997 0.8170 -1.7660
H 3.8843 -1.4134 -1.7685
H 2.0082 0.7055 0.9669
H -1.3547 -1.6420 0.1290
H 2.2332 1.1837 -0.7962
H 5.3773 3.0200 -0.4744
H 4.0056 -0.4609 1.8737
H -2.0313 0.2287 1.1822
H 3.4818 3.9717 1.3000
H 4.3380 -1.7727 0.6906
H -3.5733 0.1984 2.8800
H 5.2164 1.4921 -1.0501
H -6.6755 0.6742 -0.1520
H -0.5432 -2.1519 -1.5858
H -5.9615 0.4558 2.6347
H 2.2056 3.1337 1.5883
H 4.2761 1.6683 1.2965
H 2.4493 -2.9008 1.5850
H 0.0718 0.4626 -2.0800
H 2.2905 -1.6543 2.5585
H 4.1552 2.6999 -1.5706
H 2.3524 -3.1643 -0.7016
```

---

[2]
An isolated ion of composition CH7N6 and charge +1 in a non-equilibrium geometry, computed with ωB97M-V/def2-TZVPD.

The calculation puts the HOMO energy at -13.22 eV. As for the charge: +1. The calculation puts the strongest force on any atom at 5.14 eV/A. The LUMO energy is -3.6367 eV. The gap between HOMO and LUMO comes out at 9.587 eV. The calculation puts the energy at -10079.3062 eV.

```
14
CH7N6 | OMol25 | ωB97M-V/def2-TZVPD
N 0.5263 2.2383 -0.8739
N 0.5914 -0.0161 -0.3537
N -0.5598 2.2378 -0.4727
N 1.3569 1.0203 -0.6538
N -0.9985 -1.0102 0.9828
N -0.9636 -2.1409 0.2301
C -0.1367 -0.0294 0.7529
H 1.2579 2.9938 -1.1984
H 2.1094 0.9677 -1.2782
H 0.1060 0.8885 1.2797
H -0.2638 -2.7383 0.5360
H 0.3117 -0.8233 -0.9295
H -1.5118 -0.9699 1.7501
H -1.8255 -2.6182 0.2286
```

---

[3]
A 2-piece molecular cluster, C5H12N2O overall, computed with ωB97M-V/def2-TZVPD.

The calculation puts the HOMO energy at -8.89 eV. As for the SMILES: C/N=C\N.C=C(C)O. As for the charge: 0. The calculation puts the strongest force on any atom at 0.37 eV/A. The LUMO energy is 0.6644 eV. The gap between HOMO and LUMO comes out at 9.559 eV. The calculation puts the energy at -10406.3008 eV.

```
20
C5H12N2O | OMol25 | ωB97M-V/def2-TZVPD
O 0.5053 0.3517 2.2933
N -0.9309 0.6785 -2.8349
N -1.4519 1.3802 -0.6147
C 0.7430 -0.9028 1.7782
C -0.0663 -1.3950 0.8502
C 0.4096 0.2831 -2.4360
C -1.6848 1.2177 -1.9726
C 1.9398 -1.6034 2.3409
H 0.9044 1.0242 -1.7925
H 0.4072 -0.6710 -1.9044
H 2.8498 -1.0255 2.1552
H 1.2234 0.5726 2.8964
H 1.0185 0.1922 -3.3334
H -0.5015 1.2314 -0.3058
H -0.9801 -0.8898 0.5766
H 1.8349 -1.7278 3.4196
H 2.0552 -2.5799 1.8815
H 0.1553 -2.3661 0.4345
H -2.6729 1.5421 -2.2910
H -1.8453 2.2183 -0.2118
```

---

[4]
An isolated molecule of C10H20N2O4 in a non-equilibrium geometry, computed with ωB97M-V/def2-TZVPD.

The calculation puts the HOMO energy at -8.86 eV. As for the SMILES: CC[C@H](C)[C@H](N)C(=O)N[C@H](C(=O)O)[C@@H](C)O. As for the charge: 0. The calculation puts the strongest force on any atom at 5.56 eV/A. The LUMO energy is 0.5182 eV. The gap between HOMO and LUMO comes out at 9.378 eV. The calculation puts the energy at -21862.2223 eV.

```
36
C10H20N2O4 | OMol25 | ωB97M-V/def2-TZVPD
O 1.2792 -1.8085 -0.3759
O 2.0938 0.4689 -3.2053
O 1.4562 1.4449 2.0356
O 0.0571 -1.8103 -2.2259
N 1.3792 1.0335 -0.1527
N -1.5918 1.3226 0.6223
C 0.6613 -1.1608 -1.3950
C 0.0195 -1.7321 2.5827
C 0.6009 2.3623 -3.1544
C 0.8472 0.8740 1.1561
C -1.0680 -1.0771 1.7804
C 0.8141 0.8848 -2.7474
C 0.6050 0.3874 -1.3120
C -0.6038 0.3318 1.4025
C -3.4878 -0.3045 2.2801
C -2.3530 -1.1745 2.7343
H 0.7862 2.6180 -4.2126
H -2.5885 -2.2169 2.7462
H 0.1837 -1.1895 3.5196
H 1.3936 2.9058 -2.7197
H -0.4128 -2.5910 2.9871
H -0.6968 0.9076 2.3834
H -2.5164 1.0134 0.6849
H 1.0681 -1.9413 2.0944
H -2.0113 -0.7987 3.7099
H -3.3174 0.8191 2.0284
H 2.1044 -0.4565 -3.6010
H 0.0975 0.3229 -3.3230
H 1.5364 -2.6652 -0.7549
H -1.3472 2.1702 0.2595
H -0.5268 0.6452 -1.0434
H -1.4282 -1.7422 0.9586
H -0.3141 2.8546 -2.8191
H -3.8471 -0.6762 1.3136
H -4.3559 -0.2934 2.9698
H 2.3773 1.1139 -0.2603
```

---

[5]
C9H29As2F12O5 as an isolated structure in a non-equilibrium geometry, computed with ωB97M-V/def2-TZVPD.

The calculation puts the HOMO energy at -8.94 eV. As for the charge: -1. The calculation puts the strongest force on any atom at 2.49 eV/A. The LUMO energy is 0.2540 eV. The gap between HOMO and LUMO comes out at 9.192 eV. The calculation puts the energy at -174332.9698 eV.

```
57
C9H29As2F12O5 | OMol25 | ωB97M-V/def2-TZVPD
As -4.9095 1.5428 -3.8460
As 6.1726 0.0613 1.8811
F -3.2181 1.2138 -3.3301
F 7.3749 0.7778 3.0682
F -6.5296 1.8474 -4.4817
F -4.9499 -0.1001 -4.5918
F 4.9581 -0.6035 0.6483
F -4.3817 2.2389 -5.3608
F -4.8333 3.1708 -3.0746
F 6.8570 1.0045 0.5363
F 4.9942 1.3945 2.3907
F -5.4617 0.7139 -2.3424
F 7.3018 -1.3241 1.5105
F 5.3857 -0.9344 3.1894
O 0.6705 3.2918 1.6045
O 1.6859 -2.8002 -3.3122
O 0.6827 0.0703 -0.9175
O 0.9648 -2.3751 2.7828
O -3.1248 -1.9224 -0.1102
C -1.3336 4.4124 2.2868
C 0.5854 5.5742 1.0976
C 3.7096 -1.5754 -4.1966
C -3.7972 -3.0089 0.4486
C -0.6907 -1.4662 4.4519
C -0.2062 4.3193 1.2752
C 0.3390 -2.5805 4.0388
C -4.0514 -4.0247 -0.6587
C 2.3727 -2.2538 -4.4991
H 0.9819 -0.8314 -1.0549
H 1.0857 3.5323 2.4360
H -0.1634 -3.5247 3.8287
H -0.2184 0.0609 -0.5866
H 0.7415 6.0770 2.0521
H 4.2468 -1.0571 -4.9909
H 1.1921 0.4849 -0.2174
H -0.6956 3.9807 0.3620
H -0.0726 6.2621 0.5666
H 1.0804 -2.6563 4.8342
H 1.3516 -3.6067 -3.7114
H -3.6413 -1.5181 -0.8112
H -0.9115 4.7513 3.2329
H 1.9065 -2.2764 2.9415
H -1.2690 -1.7896 5.3175
H -3.0351 -4.3610 -0.8641
H -2.1395 5.0859 1.9952
H 3.5669 -0.8533 -3.3927
H -4.4640 -3.5123 -1.5277
H 1.4447 5.5292 0.4285
H 4.3010 -2.3890 -3.7765
H -0.1834 -0.5350 4.7038
H -4.6916 -4.8734 -0.4181
H -3.2275 -3.4271 1.2784
H 2.5611 -3.0383 -5.2320
H -1.8011 3.4620 2.5442
H -1.4013 -1.3063 3.6410
H -4.7363 -2.7092 0.9136
H 1.6240 -1.6259 -4.9821
```

---

[6]
C6H10O2 as an isolated structure in a non-equilibrium geometry, computed with ωB97M-V/def2-TZVPD.

The calculation puts the HOMO energy at -9.33 eV. As for the charge: 0. The calculation puts the strongest force on any atom at 6.88 eV/A. The LUMO energy is 0.8574 eV. The gap between HOMO and LUMO comes out at 10.185 eV. The calculation puts the energy at -10474.9154 eV.

```
18
C6H10O2 | OMol25 | ωB97M-V/def2-TZVPD
O 1.6754 1.3094 0.1398
O -0.8784 0.4175 1.2261
C 0.0224 -0.7486 1.3732
C 0.6953 -1.1256 0.0648
C -0.3469 -1.1567 -1.1012
C -1.5652 0.6038 0.0379
C 1.0340 0.2440 -0.5977
C -0.4552 0.4180 -1.1871
H 0.8991 1.9004 0.7115
H -1.3256 -1.8472 -0.9838
H 1.5491 0.0290 -1.5467
H -0.6934 0.7796 -2.3063
H -2.4310 -0.1448 -0.1668
H 0.5670 -0.6990 2.2806
H 1.4892 -1.8858 -0.0666
H -0.9121 -1.5832 1.3757
H -2.0616 1.6522 0.1805
H 0.2362 -1.4249 -1.9443
```